Record 1
Entry from OMol25: C23H45BrGeNO6PRbS2 as an isolated structure (ωB97M-V/def2-TZVPD).

Element x y z (Å)
Rb1 -0.819 0.514 -1.014
C1 -1.772 1.744 3.706
C2 -1.204 0.821 2.623
C3 -1.403 -0.639 3.066
C4 0.290 1.114 2.441
O1 -1.877 0.964 1.409
Ge1 -2.631 2.520 0.608
O2 -3.248 1.535 -0.907
C5 -4.422 0.780 -1.016
C6 -5.526 1.324 -0.104
C7 -4.167 -0.685 -0.631
C8 -4.887 0.860 -2.480
O3 -1.000 3.097 -0.229
C9 -0.820 4.259 -0.986
C10 -1.643 5.427 -0.429
C11 -1.217 4.016 -2.447
C12 0.672 4.624 -0.908
H1 -1.300 1.543 4.665
H2 -2.845 1.586 3.792
H3 -1.590 2.781 3.429
H4 -0.903 -0.832 4.010
H5 -1.003 -1.305 2.303
H6 -2.465 -0.847 3.184
H7 0.821 1.030 3.386
H8 0.410 2.121 2.046
H9 0.714 0.403 1.732
H10 -5.218 1.207 0.934
H11 -6.460 0.791 -0.263
H12 -5.673 2.383 -0.303
H13 -3.761 -0.717 0.379
H14 -3.449 -1.140 -1.314
H15 -5.096 -1.252 -0.659
H16 -5.076 1.898 -2.743
H17 -5.797 0.283 -2.629
H18 -4.105 0.485 -3.138
H19 -2.702 5.218 -0.566
H20 -1.394 6.354 -0.937
H21 -1.442 5.541 0.633
H22 -2.226 3.611 -2.476
H23 -0.539 3.298 -2.912
H24 -1.187 4.944 -3.013
H25 0.949 4.814 0.126
H26 0.877 5.515 -1.496
H27 1.279 3.800 -1.285
O4 1.042 -4.123 -6.257
C13 0.676 -3.371 -5.206
C14 0.927 -3.736 -3.883
C15 0.504 -2.893 -2.874
N1 -0.116 -1.742 -3.093
C16 -0.338 -1.409 -4.349
Br1 -1.209 0.261 -4.584
C17 0.015 -2.164 -5.449
H28 1.501 -4.921 -5.963
H29 1.446 -4.650 -3.636
H30 0.682 -3.145 -1.839
H31 -0.199 -1.849 -6.456
C18 4.919 -1.558 -0.952
C19 4.947 -1.352 0.555
C20 4.477 0.043 0.954
O5 4.197 -2.338 1.257
P1 2.798 -3.007 0.805
S1 3.024 -4.436 -0.560
S2 1.441 -1.635 0.267
O6 2.388 -3.760 2.141
C21 2.372 -3.321 3.505
C22 3.649 -3.784 4.193
C23 2.169 -1.821 3.650
H32 5.598 -0.859 -1.434
H33 3.911 -1.400 -1.336
H34 5.226 -2.573 -1.193
H35 5.973 -1.504 0.920
H36 3.458 0.214 0.611
H37 5.132 0.792 0.515
H38 4.504 0.149 2.036
H39 1.506 -3.844 3.932
H40 4.505 -3.290 3.740
H41 3.767 -4.858 4.081
H42 3.608 -3.538 5.250
H43 3.064 -1.285 3.340
H44 1.955 -1.578 4.690
H45 1.333 -1.500 3.037

## Properties
2S+1: 2
⟨S²⟩: 0.76
Maximum force, eV Å⁻¹: 1.56
DFT total energy, Ha: -7222.475813
Relative energy (zero: lowest compared OMol25 entry of this formula, charge and spin), kJ/mol: 62.5
HOMO level (spin up / spin down), eV: -6.76 / -6.76
Kohn-Sham gap (spin up / spin down), eV: 6.822 / 3.055
LUMO (spin up / spin down), eV: 0.062 / -3.703

---

Record 2
Entry from OMol25: C24H42O2P2Re as an isolated structure (ωB97M-V/def2-TZVPD).

Element x y z (Å)
Re1 -0.279 -0.789 -0.943
C1 -0.942 1.092 -0.325
C2 -0.532 1.123 -1.710
C3 -2.263 -0.439 -1.500
C4 -2.005 0.128 -0.200
C5 -1.337 0.165 -2.433
C6 -0.463 1.938 0.810
H1 0.478 2.447 0.570
H2 -0.287 1.324 1.703
H3 -1.212 2.705 1.087
C7 -2.808 -0.111 1.033
H4 -2.778 0.784 1.675
H5 -2.424 -0.946 1.633
H6 -3.841 -0.346 0.761
C8 -3.404 -1.344 -1.823
H7 -4.298 -0.798 -2.174
H8 -3.709 -1.907 -0.935
H9 -3.141 -2.053 -2.611
C9 -1.378 -0.037 -3.909
H10 -2.287 0.409 -4.333
H11 -1.389 -1.098 -4.159
H12 -0.507 0.425 -4.387
C10 0.425 2.095 -2.319
H13 -0.096 2.939 -2.798
H14 1.023 1.601 -3.090
H15 1.098 2.501 -1.556
C11 3.196 0.081 2.545
C12 3.503 1.381 2.297
C13 3.332 2.250 1.094
C14 3.972 1.886 -0.244
C15 4.543 0.489 -0.588
C16 3.650 -0.711 -0.730
C17 3.387 -1.638 0.456
C18 3.559 -1.236 1.920
H16 3.761 3.226 1.380
H17 4.763 2.652 -0.426
H18 2.259 2.475 0.922
H19 4.578 -1.494 2.259
H20 2.731 -0.109 3.530
H21 3.685 1.999 3.196
H22 2.932 -1.961 2.471
H23 2.370 -2.024 0.320
H24 2.714 -0.469 -1.269
H25 3.982 -2.570 0.343
H26 3.214 2.080 -1.019
H27 4.820 0.699 -1.641
P1 6.112 -0.275 -0.087
C19 6.701 -0.692 1.578
C20 7.307 0.896 -0.791
P2 4.434 -1.791 -2.113
C21 6.016 -1.780 -1.120
C22 5.006 -0.776 -3.539
C23 4.653 -3.438 -2.901
H28 6.452 -1.728 1.852
H29 6.281 -0.006 2.335
H30 7.805 -0.608 1.605
H31 8.320 0.479 -0.718
H32 7.250 1.826 -0.212
H33 7.094 1.138 -1.842
H34 5.731 -3.655 -2.901
H35 4.298 -3.410 -3.939
H36 4.132 -4.229 -2.357
H37 5.935 -2.674 -0.483
H38 6.884 -1.915 -1.789
H39 4.547 -1.195 -4.444
H40 6.093 -0.875 -3.621
H41 4.752 0.283 -3.521
O1 -0.372 -2.088 1.909
C24 0.065 -2.873 1.059
O2 0.357 -2.585 -0.197
H42 0.272 -3.942 1.279

## Properties
2S+1: 4
⟨S²⟩: 3.76
Maximum force, eV Å⁻¹: 7.21
Net charge: +2
DFT total energy, Ha: -1850.392018
Relative energy (zero: lowest compared OMol25 entry of this formula, charge and spin), kJ/mol: 192.8
HOMO level (spin up / spin down), eV: -10.92 / -13.87
Kohn-Sham gap (spin up / spin down), eV: 4.566 / 6.485
LUMO (spin up / spin down), eV: -6.349 / -7.390